A cluster of 2 separate species, C5H12NO2 in total at a distorted geometry. Source: the OMol25 dataset; level of theory: the ωB97M-V functional and the def2-TZVPD basis.

Computed properties:
Molecular weight, g/mol: 118.156
Energy above the lowest of the compared OMol25 structures with the same formula, charge and spin, kJ/mol: 743.8
Lowest unoccupied orbital energy, eV: 2.78
Orbital gap, eV: 6.087
Energy, eV: -10959.2811

ORCA input file:
```
! wB97M-V def2-TZVPD RIJCOSX def2/J DEFGRID3
* xyz -1 1
C 1.827 -0.783 -0.163
O 2.970 -0.502 0.580
C 0.507 -0.384 0.517
C -0.729 -0.412 -0.391
C -2.002 0.010 0.376
C -2.999 0.472 -0.631
N -3.293 -0.925 -0.472
H 1.674 -1.923 -0.165
H 1.740 -0.556 -1.242
H 0.308 -1.066 1.377
H 0.717 0.541 0.849
H -0.683 0.247 -1.315
H -0.798 -1.411 -0.819
H -2.437 -0.590 1.231
H -1.607 0.862 0.994
H -2.653 0.725 -1.731
H -3.836 1.242 -0.230
H 3.063 2.255 -0.642
H 2.850 0.982 0.441
O 2.666 1.970 0.208
*
```

Löwdin atomic charge list, values in e, 6 entries: number 1, C, carries -0.47; number 2, O, carries -0.34; number 3, C, carries -0.23; number 4, C, carries -0.22; number 5, C, carries -0.33; number 6, C, carries -0.37